A cluster of 2 separate species, C4H9IO2Si in total. Source: the OMol25 dataset; level of theory: ωB97M-V with the def2-TZVPD basis set.

Computed properties:
ΔE to the lowest compared entry with this formula, charge and spin: 338.2 kJ/mol
E_LUMO (spin up / spin down): -1.21 / -0.16 eV
HOMO level (spin up / spin down): -0.3311 / -0.2856 Ha
Kohn-Sham gap (spin up / spin down): 7.80 / 7.61 eV

Bonds (Å) are listed after each position.
Geometry (Å):
1 C -3.21 -2.77 0.70  C2 1.288, H9 1.096, H10 1.081
2 C -2.81 -1.57 0.50  C1 1.288, H11 1.064
3 C 1.64 1.94 2.10  O5 1.387, H12 1.092, H13 1.092, H14 1.092
4 C 0.66 0.41 -2.76  O6 1.387, H15 1.093, H16 1.091, H17 1.091
5 O 1.30 1.81 0.76  C3 1.387, Si7 1.611
6 O 0.85 1.07 -1.55  C4 1.387, Si7 1.611
7 Si 1.16 0.45 -0.10  O5 1.611, O6 1.611, I8 2.483
8 I 3.29 -0.81 -0.10  Si7 2.483
9 H -4.10 -3.04 1.28  C1 1.096
10 H -2.68 -3.63 0.32  C1 1.081
11 H -3.12 -0.57 0.73  C2 1.064
12 H 2.48 2.63 2.18  C3 1.092
13 H 1.91 0.98 2.54  C3 1.092
14 H 0.79 2.35 2.65  C3 1.092
15 H 1.46 0.70 -3.45  C4 1.093
16 H -0.30 0.71 -3.18  C4 1.091
17 H 0.68 -0.67 -2.64  C4 1.091

Atomic partial charges in e from the Mulliken method, atoms 1 to 8: number 1, C, carries -0.354; number 2, C, carries -0.389; number 3, C, carries -0.663; number 4, C, carries -0.649; number 5, O, carries -0.167; number 6, O, carries -0.143; number 7, Si, carries 0.219; number 8, I, carries -0.171